The following is a quantum chemistry calculation of C40H40BrCoF5O3PSi2Te as an isolated structure, from OMol25.

Element x y z (Å)
Co  0.588778  0.479495  -0.214531
O  -0.802722  0.199295  1.996669
C  0.402578  0.212495  1.691569
C  1.549878  -0.047405  2.442969
C  1.531878  0.047695  3.861869
C  2.694978  -0.057505  4.568069
C  3.923378  -0.292705  3.923269
C  3.967078  -0.429605  2.546869
C  2.807178  -0.314705  1.798969
P  2.623878  -0.406405  0.016969
C  4.303678  -0.054805  -0.614031
C  5.285778  -1.040005  -0.679131
C  6.555878  -0.722405  -1.124131
C  6.855378  0.575195  -1.506331
C  5.886678  1.563995  -1.429231
C  4.615578  1.248395  -0.984631
C  2.530078  -2.183305  -0.398531
C  2.350278  -3.158105  0.573169
C  2.307378  -4.492005  0.211069
C  2.441078  -4.857105  -1.117331
C  2.600778  -3.885305  -2.093431
C  2.645878  -2.552505  -1.736631
H  0.581878  0.226795  4.346069
H  2.675278  0.038295  5.644869
H  4.825878  -0.379405  4.510169
H  4.909378  -0.634105  2.054169
H  5.049078  -2.053905  -0.387831
H  7.316178  -1.490605  -1.169031
H  7.846378  0.814095  -1.864231
H  6.126278  2.579195  -1.714731
H  3.846178  2.007795  -0.923531
H  2.247378  -2.865705  1.607569
H  2.174378  -5.246305  0.971869
H  2.419178  -5.900805  -1.394031
H  2.692978  -4.169405  -3.132531
H  2.777178  -1.785305  -2.489031
F  -2.673822  -0.447805  -0.665331
C  -2.745622  -1.658605  -0.042431
C  -1.458222  -2.387805  0.179469
C  -1.614922  -3.211505  1.417269
F  -0.471122  -3.569705  2.050969
C  -2.818122  -3.680405  1.845869
F  -2.891922  -4.552805  2.875969
C  -4.010522  -3.240105  1.242669
F  -5.206322  -3.792105  1.562669
C  -3.946922  -2.139305  0.373269
F  -5.095222  -1.530505  0.007969
Br  -0.761022  -7.323805  -1.722331
C  -0.797522  -5.436805  -1.980431
C  -1.110622  -4.631905  -0.906531
C  -1.078522  -3.249905  -1.038431
C  -0.745822  -2.703105  -2.278331
C  -0.490022  -3.543405  -3.357731
C  -0.503222  -4.917405  -3.225931
C  -0.593122  -1.219805  -2.595931
O  -0.952222  -0.839405  -3.701031
O  -0.030922  -0.501705  -1.719431
H  -1.381022  -5.080805  0.036169
H  -0.653522  -1.647405  0.309469
H  -0.284722  -3.090005  -4.317431
H  -0.298322  -5.561205  -4.071031
C  -3.638222  4.721195  1.797569
Si  -2.546422  3.510695  2.799369
C  -2.259722  4.292795  4.524969
C  -3.476222  1.866695  3.005269
C  -0.886322  3.238795  1.917269
Te  -1.354922  2.102495  0.134769
C  -1.268022  3.903595  -1.062031
Si  -2.222422  3.637395  -2.680631
C  -2.134722  5.293095  -3.644231
C  -4.034522  3.262195  -2.224731
C  -1.472222  2.270695  -3.749731
H  -4.574322  4.915295  2.312369
H  -3.874222  4.303295  0.824169
H  -3.147222  5.677195  1.642869
H  -3.209122  4.514195  5.001669
H  -1.700122  5.220395  4.463769
H  -1.713322  3.622695  5.179669
H  -4.388822  1.981195  3.582569
H  -2.850522  1.131795  3.500669
H  -3.735222  1.457195  2.031969
H  -0.208522  2.662295  2.536869
H  -0.394422  4.161995  1.628169
H  -0.232222  4.177095  -1.251731
H  -1.724122  4.701695  -0.483831
H  -2.523422  6.124995  -3.065731
H  -2.706222  5.236295  -4.564531
H  -1.109922  5.530495  -3.912231
H  -4.489622  4.072795  -1.662031
H  -4.082322  2.362895  -1.616131
H  -4.639322  3.096395  -3.110531
H  -0.458922  2.511795  -4.058131
H  -2.055222  2.098695  -4.649731
H  -1.428622  1.323695  -3.220731

Atoms 1-3, force components in eV/Å:
Co 0.6 -0.2 1.8
O 0.0 -0.6 1.8
C -1.2 1.5 -5.6

Results
- HOMO (alpha / beta): -3.492 / -3.840 eV
- Gap between HOMO and LUMO (alpha / beta): 0.2130 / 0.1969 hartree
- Energy above the lowest of the compared OMol25 structures with the same formula, charge and spin: 390.0 kJ/mol
- Electronic energy: -7418.45109 Ha
- Net charge: -1
- 2S+1: 2
- <S²>: 0.812